No. 1
Density functional theory data (ωB97M-V/def2-TZVPD) for C33H39NO6P2S2Se2Zn as an isolated structure.

E_tot = -267993.4899 eV
Total charge = -2
E_HOMO = -0.067 Ha
Energy relative to the best compared isomer or geometry (same formula, charge and spin) = 0.0 kcal/mol

Each line ends with the Löwdin charge.
Element x y z (Å)
1 Zn -1.527495 3.112141 -0.678371  0.26
2 O -3.866978 2.976857 2.940102  -0.13
3 C -3.828446 3.992153 1.928491  -0.24
4 C -2.776771 5.067673 2.209846  -0.58
5 C -3.209243 5.853168 3.453197  -0.25
6 O -3.343828 5.068028 4.629403  -0.08
7 C -2.807263 6.071700 1.044650  -0.59
8 Se -1.858464 5.626776 -0.625559  0.49
9 C -1.354490 4.510961 2.446174  -0.53
10 Se -0.929681 2.721299 1.747391  0.66
11 H -3.046032 2.470276 2.782117  -0.01
12 H -4.816266 4.461641 1.922120  0.13
13 H -3.664178 3.540348 0.947857  0.08
14 H -4.161298 6.355791 3.227419  0.12
15 H -2.467550 6.630018 3.664423  0.12
16 H -3.611613 4.183197 4.321698  0.06
17 H -2.379175 7.019004 1.383370  0.04
18 H -3.847312 6.266931 0.772254  0.04
19 H -1.149733 4.464664 3.515236  0.05
20 H -0.645593 5.195751 1.980771  0.03
21 O -3.274732 2.114491 -1.217140  -0.55
22 S -2.921073 1.999590 -2.694911  0.69
23 O -2.110441 0.623848 -2.777910  -0.55
24 O -1.864843 3.051791 -2.899950  -0.55
25 O -0.259339 1.439950 -1.266231  -0.40
26 C 4.405661 -4.032211 -0.256762  -0.42
27 S 4.665855 -3.512579 -1.967839  0.77
28 C 3.256872 -2.383414 -2.162978  -0.52
29 C 3.278228 -1.188109 -1.223079  -0.23
30 C 2.075936 -0.255633 -1.391227  -0.28
31 N 0.788429 -0.801886 -0.940558  -0.34
32 P -0.677357 0.073732 -1.792786  0.65
33 C -0.024526 -0.509773 -3.413422  -0.24
34 C 0.131640 0.465981 -4.397732  -0.06
35 C 0.665046 0.137827 -5.633654  -0.08
36 C 1.021947 -1.176127 -5.918687  -0.11
37 C 0.859708 -2.153186 -4.948376  -0.10
38 C 0.354752 -1.814836 -3.696844  -0.11
39 C -1.848748 -1.035935 -0.946222  -0.28
40 C -2.218408 -2.267100 -1.481677  -0.08
41 C -3.140012 -3.071810 -0.825301  -0.10
42 C -3.710817 -2.647727 0.366775  -0.11
43 C -3.375643 -1.402073 0.879263  -0.07
44 C -2.458085 -0.594290 0.224466  -0.12
45 P 0.554072 -0.845000 0.766472  1.08
46 C 2.116998 -0.233363 1.533228  -0.35
47 C 2.277491 1.154579 1.552460  -0.13
48 C 3.391415 1.734631 2.141277  -0.08
49 C 4.357475 0.942515 2.748289  -0.11
50 C 4.198917 -0.437394 2.758583  -0.11
51 C 3.092653 -1.016536 2.151020  -0.12
52 C 0.627080 -2.645357 1.156939  -0.34
53 C 0.568106 -3.623855 0.172807  -0.11
54 C 0.459953 -4.971780 0.501116  -0.10
55 C 0.403451 -5.363653 1.828792  -0.12
56 C 0.434893 -4.393794 2.827659  -0.10
57 C 0.528032 -3.053721 2.492637  -0.11
58 H 4.999978 -4.929917 -0.089601  0.02
59 H 3.356886 -4.272485 -0.087636  0.02
60 H 4.712237 -3.265005 0.452987  0.02
61 H 2.342505 -2.957938 -2.030544  0.04
62 H 3.291520 -2.061825 -3.205686  0.07
63 H 4.188556 -0.610967 -1.413119  0.12
64 H 3.339077 -1.537698 -0.189685  0.06
65 H 2.002725 -0.016890 -2.456702  0.10
66 H 2.296241 0.698275 -0.904110  0.09
67 H -0.171959 1.483416 -4.176373  0.10
68 H 0.794965 0.910516 -6.381830  0.10
69 H 1.421227 -1.434975 -6.892238  0.09
70 H 1.147861 -3.177768 -5.152893  0.10
71 H 0.300229 -2.563162 -2.918720  0.08
72 H -1.814736 -2.598337 -2.427921  0.09
73 H -3.412208 -4.031138 -1.250021  0.09
74 H -4.421618 -3.278753 0.887059  0.09
75 H -3.833110 -1.041505 1.792137  0.10
76 H -2.218202 0.382528 0.626920  0.05
77 H 1.499883 1.784170 1.129328  0.02
78 H 3.488297 2.812914 2.146167  0.10
79 H 5.221782 1.396374 3.217965  0.09
80 H 4.943294 -1.068006 3.230694  0.09
81 H 2.997490 -2.096520 2.149288  0.09
82 H 0.579214 -3.306935 -0.861203  0.07
83 H 0.410662 -5.714050 -0.287304  0.10
84 H 0.311685 -6.411778 2.087144  0.09
85 H 0.367109 -4.685504 3.869049  0.09
86 H 0.519217 -2.303248 3.275784  0.11

Forces on atoms 1 to 2 (eV/Å):
Zn 0.22 0.29 0.44
O -0.09 0.09 -0.04

***

No. 2
Density functional theory data (ωB97M-V/def2-TZVPD) for a 2-piece molecular cluster, C27H26F3N2S overall.

E_tot = -50380.9159 eV
Total charge = +1
E_HOMO = -0.398 Ha
Energy relative to the best compared isomer or geometry (same formula, charge and spin) = 31.0 kcal/mol

Each line ends with the Löwdin charge.
Element x y z (Å)
1 F 2.983831 2.994551 3.968150  0.06
2 C 2.811943 1.675692 3.609231  -0.20
3 C 3.930250 0.841480 3.652553  0.12
4 C 3.699246 -0.496373 3.324698  -0.22
5 F 4.776951 -1.357840 3.336175  0.06
6 C 2.461882 -0.975317 2.933791  0.05
7 C 1.400606 -0.047626 2.648332  -0.17
8 C 0.271855 -0.477152 1.846832  0.10
9 C -1.058424 -0.256573 2.350548  -0.26
10 C -1.913799 -1.370150 2.605437  -0.01
11 C -3.176561 -1.193465 3.146272  -0.04
12 C -3.659970 0.087891 3.446098  0.04
13 C -2.828188 1.173246 3.189812  -0.24
14 F -3.331513 2.440756 3.389295  0.06
15 C -1.544877 1.040788 2.676850  -0.02
16 C 1.552628 1.258094 3.198494  0.08
17 H 4.910837 1.200441 3.945314  0.15
18 H 2.324338 -2.042380 2.743092  0.15
19 H 0.419775 -1.406826 1.305392  0.10
20 H -1.532490 -2.372207 2.387159  0.13
21 H -3.806328 -2.062411 3.345036  0.12
22 H -4.650677 0.247755 3.865588  0.14
23 H -0.954862 1.924793 2.450277  0.12
24 H 0.713678 1.941676 3.258250  0.11
25 C 3.261201 -1.793956 -2.391946  -0.05
26 C 2.271565 -1.502392 -1.257582  -0.56
27 C 1.532333 -2.801832 -0.924128  -0.03
28 C 3.085814 -0.963608 -0.099671  -0.05
29 C 1.258138 -0.392787 -1.622668  -0.28
30 C 0.744297 -0.617109 -3.019914  -0.13
31 C -0.194067 0.470093 -3.436418  -0.12
32 N -1.164040 0.675208 -2.367866  -0.03
33 C -2.370065 1.334821 -2.620038  -0.23
34 C -3.164045 1.416401 -1.479869  -0.45
35 C -4.414902 2.033219 -1.538691  -0.07
36 C -4.881604 2.500057 -2.775660  -0.07
37 C -4.094236 2.369915 -3.930677  -0.06
38 C -2.812412 1.808482 -3.856954  0.00
39 S -2.386442 0.641133 -0.140850  1.18
40 C -0.917614 0.301112 -1.066276  -0.48
41 N 0.180397 -0.227431 -0.597497  0.09
42 H 3.764513 -0.878729 -2.730129  0.10
43 H 4.037588 -2.479757 -2.027871  0.10
44 H 2.784744 -2.279903 -3.251183  0.08
45 H 0.644567 -2.614078 -0.313734  0.06
46 H 1.208687 -3.300819 -1.846929  0.09
47 H 2.199510 -3.483122 -0.380012  0.10
48 H 2.412155 -0.542252 0.640298  0.04
49 H 3.685420 -1.751596 0.369184  0.10
50 H 3.753062 -0.156982 -0.430539  0.11
51 H 1.823213 0.561994 -1.640335  0.16
52 H 1.584195 -0.621046 -3.717932  0.12
53 H 0.261880 -1.601173 -3.090381  0.14
54 H 0.344364 1.409151 -3.633282  0.15
55 H -0.725090 0.191583 -4.349325  0.13
56 H -4.989812 2.127145 -0.620967  0.11
57 H -5.866799 2.963301 -2.841543  0.11
58 H -4.481344 2.707901 -4.892186  0.11
59 H -2.175324 1.728184 -4.739080  0.11

Forces on atoms 1 to 2 (eV/Å):
F -0.31 -1.58 -0.31
C 0.20 0.92 0.37

***

No. 3
Density functional theory data (ωB97M-V/def2-TZVPD) for C14H20B2Cl3CrF8O16 as an isolated structure.

2S+1 = 4
<S²> = 3.770
E_tot = -136688.5541 eV
Total charge = 0
E_HOMO (spin up / spin down) = -0.387 / -0.387 Ha
Energy relative to the best compared isomer or geometry (same formula, charge and spin) = 0.0 kcal/mol

Each line ends with the Löwdin spin population.
Element x y z (Å)
1 Cr 1.624121 -1.864445 -0.256915  2.88
2 Cl 3.282424 -1.108330 2.677047  0.00
3 O 4.600627 -1.633291 2.602367  0.00
4 O 3.262814 0.203684 3.234542  -0.01
5 O 2.740596 -0.936234 1.294595  0.01
6 O 2.390953 -1.989640 3.375203  0.00
7 B 1.012716 0.391971 -1.119742  0.00
8 F 1.373891 -0.745702 -1.916012  0.02
9 F 0.374032 -0.302628 -0.047544  0.00
10 F 2.186596 0.964944 -0.704014  0.00
11 F 0.124587 1.226008 -1.717015  0.00
12 B 0.661964 -3.820691 -1.775249  0.00
13 F 1.998733 -3.302090 -1.725215  0.03
14 F 0.028435 -2.604780 -1.317562  0.00
15 F 0.260776 -4.169149 -3.019664  0.00
16 F 0.469975 -4.805600 -0.842072  0.00
17 C -4.351236 1.838465 -2.228297  0.00
18 C -2.976868 2.216985 -2.812451  0.00
19 O -3.317613 3.275651 -3.703315  0.00
20 C -4.585888 3.673127 -3.553906  0.00
21 O -5.131117 4.568382 -4.110314  0.00
22 O -5.211124 2.899895 -2.621472  0.00
23 H -4.411404 1.698746 -1.152158  0.00
24 H -4.712123 0.934768 -2.727837  0.00
25 H -2.492004 1.404751 -3.343613  0.00
26 H -2.333467 2.568071 -2.010053  0.00
27 C 6.870037 -0.631438 -1.767410  0.00
28 C 6.008339 0.137215 -2.793999  0.00
29 O 4.692847 -0.371937 -2.607266  0.00
30 C 4.672555 -1.143848 -1.518672  0.01
31 O 3.678549 -1.659475 -1.087737  0.03
32 O 5.861737 -1.246032 -0.952138  0.00
33 H 7.461412 0.055981 -1.171357  0.00
34 H 7.472977 -1.418152 -2.212459  0.00
35 H 6.358319 -0.125951 -3.789819  0.00
36 H 6.068161 1.210631 -2.639302  0.00
37 C -1.294383 -3.800569 3.956066  0.00
38 C -0.722190 -5.050618 3.301113  0.00
39 O 0.208302 -4.504630 2.355452  0.00
40 C -0.069568 -3.216718 2.157001  0.00
41 O 0.452980 -2.554921 1.297354  0.01
42 O -0.966932 -2.777255 3.012517  0.00
43 H -0.764155 -3.546913 4.871977  0.00
44 H -2.366264 -3.876241 4.110556  0.00
45 H -1.400343 -5.689183 2.739735  0.00
46 H -0.181553 -5.632116 4.044336  0.00
47 C -3.560796 1.976373 2.516832  0.00
48 C -4.792081 1.199870 2.057986  0.00
49 O -4.265953 0.077764 1.355363  0.00
50 C -2.916505 0.083386 1.394461  0.00
51 O -2.198528 -0.806545 1.078462  0.00
52 O -2.469006 1.195133 2.032565  0.00
53 H -3.476968 2.091474 3.597343  0.00
54 H -3.499286 3.001163 2.146867  0.00
55 H -5.452355 1.733367 1.377690  0.00
56 H -5.343265 0.846395 2.929279  0.00
57 Cl 0.016206 5.371687 1.457273  0.00
58 C 0.024256 3.923881 0.410072  0.00
59 C -0.137935 4.337506 -1.040105  0.00
60 Cl -1.708860 5.049311 -1.442475  0.00
61 H -0.743459 3.230618 0.743376  0.00
62 H 1.013762 3.488788 0.532636  0.00
63 H -0.079323 3.444800 -1.656535  0.00
64 H 0.678881 5.014336 -1.276354  0.00

Forces on atoms 1 to 2 (eV/Å):
Cr -1.13 0.28 1.51
Cl -0.34 0.26 1.20

***

Which formula does entry 3 have?
C14H20B2Cl3CrF8O16